DFT (wB97M-V/def2-TZVPD) results for C52H45BrCsN4O7PS2 as an isolated structure.

ORCA input file:
```
! RIJCOSX wB97M-V def2-TZVPD def2/J DEFGRID3
* xyz -2 1
Cs -0.246 0.784 -0.048
C -3.711 -5.562 0.221
C -2.362 -5.785 -0.027
C -1.637 -4.872 -0.776
C -2.251 -3.738 -1.313
C -3.601 -3.524 -1.057
C -4.324 -4.430 -0.290
P -1.156 -2.564 -2.201
C -0.938 -3.398 -3.818
C 0.085 -2.894 -4.623
C 0.317 -3.424 -5.884
C -0.459 -4.479 -6.346
C -1.468 -4.997 -5.545
C -1.709 -4.456 -4.289
C -2.352 -1.257 -2.690
C -2.999 -1.147 -3.929
C -3.846 -0.077 -4.190
C -4.083 0.907 -3.235
C -3.462 0.826 -1.989
C -2.643 -0.253 -1.805
H -4.274 -6.261 0.827
H -1.869 -6.657 0.384
H -0.574 -5.028 -0.933
H -4.090 -2.638 -1.440
H -5.370 -4.237 -0.082
H 0.692 -2.075 -4.248
H 1.107 -3.017 -6.503
H -0.275 -4.899 -7.327
H -2.074 -5.821 -5.902
H -2.504 -4.857 -3.670
H -2.823 -1.889 -4.699
H -4.315 0.003 -5.163
H -4.711 1.757 -3.470
H -3.593 1.588 -1.230
O 7.150 -0.820 3.687
N 6.370 -1.819 3.622
O 6.753 -2.958 4.019
C 5.087 -1.698 3.105
C 4.312 -2.851 3.046
C 3.015 -2.848 2.496
C 2.223 -4.018 2.433
C 0.978 -3.968 1.867
C 0.523 -2.744 1.355
N 1.232 -1.634 1.403
C 2.449 -1.666 1.965
C 3.235 -0.433 2.036
N 2.670 0.675 1.523
C 3.312 1.825 1.599
C 4.570 1.936 2.185
C 5.182 0.809 2.683
C 4.529 -0.437 2.617
H 4.735 -3.767 3.429
H 2.621 -4.941 2.841
H 0.343 -4.844 1.811
H -0.455 -2.681 0.887
H 2.813 2.681 1.155
H 5.060 2.901 2.237
H 6.161 0.846 3.129
Br -2.332 -1.004 2.357
C -3.064 0.280 3.574
C -4.101 -0.143 4.355
C -4.662 0.749 5.295
C -4.159 2.011 5.417
C -3.080 2.450 4.606
C -2.562 3.759 4.742
C -1.529 4.157 3.938
C -0.990 3.278 2.972
C -1.420 1.977 2.760
C -2.493 1.584 3.629
H -4.480 -1.151 4.257
H -5.487 0.419 5.917
H -4.578 2.704 6.141
H -2.995 4.424 5.483
H -1.125 5.162 4.041
H -0.178 3.675 2.360
C 3.593 -1.618 -2.397
S 2.619 -0.469 -1.412
C 3.620 0.990 -1.682
O 1.362 -0.243 -2.201
H 4.583 -1.726 -1.954
H 3.656 -1.244 -3.420
H 3.074 -2.576 -2.373
H 4.547 0.899 -1.113
H 3.030 1.835 -1.313
H 3.809 1.101 -2.751
C 2.297 1.103 -6.061
C 1.175 2.022 -5.657
C 1.087 3.308 -6.183
C 0.089 4.178 -5.770
C -0.843 3.748 -4.838
C -0.778 2.465 -4.313
C 0.232 1.611 -4.719
S -2.078 4.858 -4.217
O -1.948 6.096 -4.942
O -3.329 4.149 -4.212
N -1.679 5.123 -2.668
C -0.402 5.812 -2.400
C 0.153 5.364 -1.044
C 0.533 3.872 -1.048
O -0.397 3.079 -1.381
O 1.697 3.552 -0.748
H 2.514 1.185 -7.128
H 2.052 0.066 -5.834
H 3.211 1.353 -5.517
H 1.817 3.638 -6.914
H 0.018 5.184 -6.163
H -1.494 2.144 -3.568
H 0.309 0.629 -4.268
H -1.657 4.219 -2.156
H -0.579 6.888 -2.410
H 0.337 5.591 -3.180
H -0.602 5.531 -0.271
H 1.035 5.956 -0.801
*
```

Values from the calculation:
HOMO energy (spin up / spin down): -0.952 / -1.825 eV
energy above the lowest of the compared OMol25 structures with the same formula, charge and spin: 18.6 kcal/mol
electronic energy: -6486.05492 hartree

Atom charges from the Löwdin analysis, given in e for atoms 1 to 5:
1 Cs 1.0706
2 C -0.0973
3 C -0.0922
4 C -0.1238
5 C -0.3874

***

DFT (wB97M-V/def2-TZVPD) results for C52H45HgOP3 as an isolated structure.

ORCA input file:
```
! RIJCOSX wB97M-V def2-TZVPD def2/J DEFGRID3
* xyz 1 2
Hg 0.000 0.968 -0.270
C 0.002 -5.276 3.454
C 0.001 -5.022 1.934
C -0.001 -6.369 1.193
C 1.249 -4.228 1.559
C 2.523 -4.678 1.907
C 3.664 -3.951 1.615
C 3.557 -2.735 0.948
C 2.310 -2.266 0.563
P 2.085 -0.698 -0.331
C 3.656 0.180 -0.086
C 4.702 0.185 -1.005
C 5.893 0.836 -0.699
C 6.050 1.470 0.527
C 5.010 1.462 1.451
C 3.817 0.826 1.141
C 2.048 -1.170 -2.087
C 1.980 -0.151 -3.040
C 1.943 -0.455 -4.392
C 1.960 -1.784 -4.805
C 2.010 -2.799 -3.864
C 2.054 -2.496 -2.507
C 1.188 -3.026 0.877
O 0.001 -2.480 0.465
C -1.185 -3.024 0.879
C -2.307 -2.264 0.565
C -3.553 -2.730 0.953
C -3.661 -3.945 1.622
C -2.521 -4.674 1.913
C -1.247 -4.226 1.562
P -2.081 -0.700 -0.336
C -2.037 -1.183 -2.089
C -1.957 -0.170 -3.047
C -1.918 -0.482 -4.397
C -1.944 -1.812 -4.803
C -2.006 -2.823 -3.856
C -2.053 -2.511 -2.502
C -3.652 0.179 -0.101
C -4.693 0.181 -1.026
C -5.886 0.833 -0.729
C -6.048 1.471 0.495
C -5.014 1.465 1.425
C -3.819 0.827 1.123
H 0.883 -5.848 3.754
H -0.877 -5.849 3.755
H 0.002 -4.337 4.012
H 0.882 -6.958 1.456
H -0.002 -6.215 0.112
H -0.885 -6.956 1.457
H 2.621 -5.624 2.431
H 4.638 -4.326 1.904
H 4.443 -2.152 0.731
H 4.593 -0.318 -1.958
H 6.702 0.841 -1.421
H 6.981 1.973 0.762
H 5.127 1.953 2.411
H 3.011 0.815 1.870
H 1.964 0.889 -2.725
H 1.901 0.342 -5.123
H 1.932 -2.023 -5.861
H 2.017 -3.835 -4.182
H 2.108 -3.298 -1.779
H -4.440 -2.147 0.736
H -4.635 -4.318 1.914
H -2.619 -5.618 2.439
H -1.934 0.871 -2.738
H -1.866 0.311 -5.132
H -1.914 -2.058 -5.858
H -2.021 -3.860 -4.169
H -2.116 -3.309 -1.770
H -4.579 -0.324 -1.977
H -6.691 0.836 -1.454
H -6.981 1.974 0.724
H -5.135 1.959 2.383
H -3.016 0.819 1.856
C 0.000 2.277 3.038
P -0.002 0.439 3.000
C -1.449 0.042 4.057
C -1.779 -1.302 4.252
C -2.898 -1.667 4.984
C -3.728 -0.690 5.521
C -3.424 0.648 5.322
C -2.292 1.012 4.596
C 1.445 0.039 4.057
C 1.776 -1.306 4.244
C 2.895 -1.674 4.975
C 3.723 -0.699 5.518
C 3.417 0.640 5.328
C 2.286 1.007 4.604
H -0.001 2.693 4.046
H -0.878 2.646 2.505
H 0.879 2.645 2.507
H -1.166 -2.081 3.811
H -3.130 -2.717 5.123
H -4.606 -0.971 6.089
H -4.063 1.417 5.738
H -2.079 2.066 4.463
H 1.166 -2.082 3.797
H 3.129 -2.724 5.107
H 4.601 -0.982 6.086
H 4.054 1.407 5.750
H 2.071 2.061 4.477
*
```

Values from the calculation:
HOMO energy (spin up / spin down): -9.568 / -10.524 eV
electronic energy: -3261.11369 hartree

Atom charges from the Löwdin analysis, given in e for atoms 1 to 5:
1 Hg 0.6000
2 C -0.0128
3 C -0.4229
4 C -0.0083
5 C -0.0935

***

Question: Look up the electronic energy of the first one.
Answer: -6486.05492 hartree

***

Question: Which of these has the lowest electronic energy?
Answer: C52H45BrCsN4O7PS2